Entry from OMol25: C24H32FeN6O as an isolated structure (the ωB97M-V functional and the def2-TZVPD basis).

CARTESIAN COORDINATES (ANGSTROEM)
1 Fe -0.60 0.29 -0.07
2 C -0.78 -3.73 0.57
3 C -0.91 -3.12 1.97
4 C -0.12 -1.82 2.17
5 N -0.80 -0.61 1.75
6 C -1.62 0.04 2.57
7 C -1.99 -0.47 3.83
8 C -2.76 0.08 4.84
9 C -3.49 1.25 4.87
10 C -3.59 2.20 3.86
11 C -2.92 2.25 2.64
12 C -2.00 1.38 2.06
13 N -1.36 1.71 0.92
14 C -1.17 3.12 0.60
15 C 0.01 3.31 -0.36
16 C 1.30 2.61 0.09
17 N 1.21 1.19 -0.14
18 C 2.24 0.40 -0.40
19 C 3.56 0.84 -0.25
20 C 4.77 0.21 -0.51
21 C 5.01 -1.05 -1.04
22 C 4.07 -2.00 -1.40
23 C 2.68 -1.96 -1.29
24 C 1.82 -0.96 -0.84
25 N 0.48 -1.11 -0.80
26 C -0.25 -2.20 -1.45
27 C -1.32 -2.86 -0.57
28 H -1.32 -4.68 0.57
29 H 0.28 -3.97 0.39
30 H -0.55 -3.85 2.69
31 H -1.97 -2.94 2.18
32 H 0.80 -1.89 1.59
33 H 0.17 -1.73 3.22
34 H -1.59 -1.45 4.06
35 H -2.81 -0.52 5.74
36 H -4.05 1.46 5.77
37 H -4.25 3.03 4.06
38 H -3.14 3.13 2.05
39 H -0.98 3.67 1.52
40 H -2.07 3.55 0.13
41 H 0.19 4.38 -0.47
42 H -0.27 2.91 -1.34
43 H 1.47 2.81 1.16
44 H 2.13 3.05 -0.47
45 H 3.66 1.83 0.17
46 H 5.65 0.80 -0.28
47 H 6.05 -1.32 -1.17
48 H 4.47 -2.93 -1.79
49 H 2.21 -2.88 -1.60
50 H 0.41 -2.98 -1.84
51 H -0.77 -1.77 -2.31
52 H -1.92 -3.46 -1.25
53 H -1.98 -2.09 -0.16
54 C 1.05 0.48 -4.90
55 N 0.39 0.41 -3.61
56 C -0.84 0.88 -3.32
57 N -1.55 1.44 -4.32
58 O -1.32 0.80 -2.17
59 H 1.93 -0.15 -4.88
60 H 1.36 1.50 -5.15
61 H 0.40 0.10 -5.69
62 H 0.92 0.08 -2.82
63 H -1.17 1.54 -5.25
64 H -2.48 1.77 -4.13

Computed properties:
2S+1   6
Kohn-Sham gap (alpha / beta)   7.54 / 6.77 eV
Total charge   +1
ΔE to the lowest compared entry with this formula, charge and spin   4.5 kcal/mol

=====

Entry from OMol25: an isolated ion of composition C9H15N4 and charge +1 (the ωB97M-V functional and the def2-TZVPD basis).

CARTESIAN COORDINATES (ANGSTROEM)
1 N -4.17 -1.36 0.23
2 C -3.18 -0.44 0.16
3 N -3.32 0.93 0.30
4 C -2.14 1.57 0.14
5 C -1.24 0.63 -0.26
6 C 0.57 0.41 -0.55
7 C 1.34 1.56 -0.98
8 C 1.45 1.16 0.49
9 C 2.64 0.46 0.97
10 C 2.96 -0.73 0.12
11 C 1.72 -1.58 0.10
12 N 0.73 -0.94 -0.67
13 N -1.92 -0.63 -0.25
14 H -5.02 -0.92 0.26
15 H -4.06 -2.26 -0.38
16 H -4.12 1.41 0.65
17 H -2.25 2.65 0.30
18 H 0.82 2.48 -1.32
19 H 2.13 1.41 -1.57
20 H 0.99 1.78 1.17
21 H 2.60 0.19 2.10
22 H 3.44 1.15 0.83
23 H 3.42 -0.41 -0.89
24 H 3.79 -1.42 0.56
25 H 1.90 -2.53 -0.47
26 H 1.45 -1.91 1.10
27 H 0.69 -1.29 -1.68
28 H -1.22 -1.40 -0.47

Computed properties:
Kohn-Sham gap   9.52 eV
Total charge   +1
ΔE to the lowest compared entry with this formula, charge and spin   41.5 kcal/mol

=====

Entry from OMol25: a 2-piece molecular cluster, C3H3BrS overall (the ωB97M-V functional and the def2-TZVPD basis).

CARTESIAN COORDINATES (ANGSTROEM)
1 C 0.15 0.63 0.03
2 C -1.51 -0.55 -0.34
3 C 1.27 -0.03 0.31
4 S 2.77 0.81 0.08
5 Br -3.11 0.12 0.07
6 H 0.31 1.62 -0.47
7 H -1.30 -1.56 -0.52
8 H 1.43 -1.04 0.84

Computed properties:
Kohn-Sham gap (alpha / beta)   8.74 / 6.56 eV
Total charge   0
ΔE to the lowest compared entry with this formula, charge and spin   99.1 kcal/mol